# S2

A structure of composition S2 (wB97M-V/def2-TZVPD, the Open Molecules 2025 dataset).

Output
E: -21664.491 eV
Kohn-Sham gap: 5.398 eV
lowest unoccupied orbital energy: -4.57 eV
energy relative to the best compared isomer or geometry (same formula, charge and spin): 103.9 kcal per mole

Last column: Löwdin charge in e.
Positions of all 2 atoms, in Å:
S 0.0000 0.0000 1.4020  0.000
S 0.0000 0.0000 -1.4020  0.000